1.
Here is a molecular structure, C4H6O4Rb from OMol25. Energies are from ωB97M-V/def2-TZVPD.

Values from the calculation:
- HOMO energy (eV) = -4.3
- charge = -1
- M (g mol⁻¹) = 203.56
- HOMO-LUMO gap (eV) = 5.5
- ΔE to the lowest compared entry with this formula, charge and spin (kcal per mole) = 49.5
- calculated total energy (eV) = -13092.0289

CARTESIAN COORDINATES (ANGSTROEM)
H1 5.27721 -18.60623 13.00796
O1 4.75933 -28.58490 17.85228
H2 3.41490 -26.89532 19.67675
Rb1 4.38027 -25.26238 12.93915
O2 4.83409 -21.42272 11.24405
H3 5.63011 -18.79369 11.28704
C1 4.19012 -27.45675 17.73127
C2 4.94631 -20.64170 12.22011
H4 3.87886 -25.54384 18.82919
H5 5.13755 -26.58916 19.50504
O3 5.12329 -21.13413 13.36398
C3 4.18582 -26.57968 18.97379
C4 4.95502 -19.09447 12.08823
H6 3.92970 -18.83724 11.82244
O4 3.57031 -27.14264 16.71411

2.
Here is C4H6O4S in the gas phase from OMol25. Energies are from ωB97M-V/def2-TZVPD.

Values from the calculation:
- HOMO energy (eV) = -9.4
- M (g mol⁻¹) = 150.16
- HOMO-LUMO gap (eV) = 9.9
- ΔE to the lowest compared entry with this formula, charge and spin (kcal per mole) = 4.6
- calculated total energy (eV) = -23268.0723

CARTESIAN COORDINATES (ANGSTROEM)
O1 1.34517 2.00401 -1.50319
C1 0.57916 0.34228 0.08993
C2 -0.97024 -1.28197 1.19947
H1 0.51742 0.89016 0.93501
C3 -0.50330 -0.64282 0.11796
O2 -0.49672 0.85101 -1.97857
H2 3.69002 0.62818 -0.93629
O3 3.41356 0.41195 0.02788
H3 -1.59524 -2.12081 0.84729
H4 -0.76436 1.22159 -2.82008
H5 -0.84448 -0.84584 -0.91904
O4 2.17399 -1.53101 -0.98189
C4 0.50697 1.22009 -1.18827
S1 2.19608 -0.76033 0.21885
H6 -0.96851 -1.24222 2.24591

3.
Here is C4H6OS in the gas phase from OMol25. Energies are from ωB97M-V/def2-TZVPD.

Values from the calculation:
- HOMO energy (spin up / spin down) (eV) = -7.0 / -8.4
- M (g mol⁻¹) = 102.16
- HOMO-LUMO gap (spin up / spin down) (eV) = 6.2 / 8.7
- ΔE to the lowest compared entry with this formula, charge and spin (kcal per mole) = 109.4
- calculated total energy (eV) = -17123.3847

CARTESIAN COORDINATES (ANGSTROEM)
H1 0.98715 2.40773 -0.40359
H2 -0.50150 -2.04212 0.34373
C1 0.54212 1.51244 -0.74983
H3 1.53526 -0.27290 1.48520
C2 -1.01302 -0.06840 -0.44738
C3 1.18629 -0.79789 0.63186
S1 1.72278 0.21534 -0.70115
C4 -0.26519 -1.02818 0.54881
H4 -0.69035 -0.75301 1.57048
H5 -0.70465 -0.28782 -1.47846
O1 -0.68174 1.33689 -0.31312
H6 -2.11716 -0.22209 -0.48656

4.
Here is C4H6OS in the gas phase from OMol25. Energies are from ωB97M-V/def2-TZVPD.

Values from the calculation:
- HOMO energy (eV) = -9.1
- M (g mol⁻¹) = 102.16
- HOMO-LUMO gap (eV) = 9.5
- ΔE to the lowest compared entry with this formula, charge and spin (kcal per mole) = 37.9
- calculated total energy (eV) = -17126.4880
- SMILES string = C=C(C)OC=S

CARTESIAN COORDINATES (ANGSTROEM)
O1 -0.42846 -0.71111 0.90905
S1 -2.40832 0.11507 -0.63032
H1 -0.35313 1.68774 0.06519
H2 0.91524 1.50324 1.20978
H3 1.33322 1.79894 -0.50936
C1 0.63882 1.27760 0.18253
C2 -1.78106 -0.57579 0.66907
H4 -2.28748 -1.11306 1.48832
C3 1.11259 -1.04039 -0.85725
H5 1.81221 -0.59913 -1.59993
C4 0.54491 -0.22394 -0.02666
H6 0.90146 -2.11917 -0.90042

5.
Here is C4H6OS in the gas phase from OMol25. Energies are from ωB97M-V/def2-TZVPD.

Values from the calculation:
- HOMO energy (eV) = -8.9
- M (g mol⁻¹) = 102.16
- HOMO-LUMO gap (eV) = 9.7
- ΔE to the lowest compared entry with this formula, charge and spin (kcal per mole) = 71.9
- calculated total energy (eV) = -17125.0131

CARTESIAN COORDINATES (ANGSTROEM)
C1 -0.97365 1.54491 -0.01270
H1 0.28362 -1.11209 -2.00080
S1 -1.21999 0.81065 -1.67364
H2 -0.01007 1.16181 1.73952
H3 0.57062 -1.13449 1.11461
H4 -0.90549 -1.60186 -0.77238
C2 -0.07811 0.89377 0.77310
H5 1.45520 0.03691 -0.08848
C3 0.56728 -0.34591 0.33501
C4 -0.28945 -0.87699 -1.14655
H6 -1.42477 2.50586 0.24370
O1 -0.24848 1.48383 -2.54529

6.
Here is C4H6OS in the gas phase from OMol25. Energies are from ωB97M-V/def2-TZVPD.

Values from the calculation:
- HOMO energy (eV) = -8.7
- M (g mol⁻¹) = 102.16
- HOMO-LUMO gap (eV) = 8.7
- ΔE to the lowest compared entry with this formula, charge and spin (kcal per mole) = 101.3
- calculated total energy (eV) = -17123.7351
- SMILES string = C=C=C(C)OS

CARTESIAN COORDINATES (ANGSTROEM)
H1 -0.38589 -1.88797 -0.24040
H2 -0.97233 -1.57729 1.35426
H3 0.70920 -1.25033 0.90291
C1 -0.40936 0.30445 0.20295
C2 1.91158 1.50795 0.47386
C3 -0.25788 -1.13982 0.61259
H4 2.76622 1.80151 -0.31139
H5 2.14772 1.57173 1.56979
C4 0.75273 0.98184 0.23374
O1 -1.68803 0.87542 0.25595
S1 -3.31614 0.45534 -0.24406
H6 -3.10461 0.66981 -1.55883

7.
Here is 2 unconnected molecules or ions with the total composition C4H6OS from OMol25. Energies are from ωB97M-V/def2-TZVPD.

Values from the calculation:
- HOMO energy (eV) = -9.6
- M (g mol⁻¹) = 102.16
- HOMO-LUMO gap (eV) = 9.8
- ΔE to the lowest compared entry with this formula, charge and spin (kcal per mole) = 98.0
- calculated total energy (eV) = -17123.8793

CARTESIAN COORDINATES (ANGSTROEM)
H1 -2.47878 0.64850 0.18963
C1 -0.51017 0.27913 -0.96305
O1 0.59944 -1.07482 0.78651
H2 0.13966 0.92525 0.97280
H3 -0.28501 1.27356 -1.31921
C2 2.89129 0.09707 0.72663
H4 -2.09727 -1.02885 -0.10114
H5 -0.37747 -0.32645 -1.86208
C3 -0.15504 0.03373 0.43430
S1 3.61722 0.73642 -0.45869
H6 0.32262 -1.52567 1.59225
C4 -1.66650 -0.03787 0.00205

8.
Here is a molecular structure, C4H6OS2 from OMol25. Energies are from ωB97M-V/def2-TZVPD.

Values from the calculation:
- HOMO energy (eV) = -8.5
- M (g mol⁻¹) = 134.23
- HOMO-LUMO gap (eV) = 8.1
- ΔE to the lowest compared entry with this formula, charge and spin (kcal per mole) = 66.1
- calculated total energy (eV) = -27960.4107

CARTESIAN COORDINATES (ANGSTROEM)
H1 0.54649 -0.24162 -1.67886
H2 1.71827 1.11134 -1.93429
H3 -0.08896 0.26169 1.86822
C1 -1.59255 -0.32725 0.51807
C2 1.23375 0.43078 -1.25951
C3 0.45384 1.21672 -0.34835
H4 -1.71409 -1.16252 -0.10193
H5 1.95443 -0.06535 -0.82304
S1 0.70146 -1.66140 0.72825
O1 0.18697 2.32150 -0.13540
S2 -2.95345 0.60816 0.75507
H6 -0.20603 -2.36183 1.45352
C4 -0.24013 -0.13021 0.95824

9.
Here is C4H6OS3 in the gas phase from OMol25. Energies are from ωB97M-V/def2-TZVPD.

Values from the calculation:
- HOMO energy (eV) = -8.3
- M (g mol⁻¹) = 166.29
- HOMO-LUMO gap (eV) = 8.4
- ΔE to the lowest compared entry with this formula, charge and spin (kcal per mole) = 95.8
- calculated total energy (eV) = -38793.9479
- SMILES string = O=C(S)[C@@H]1[C@H](S)[C@@H]1S

CARTESIAN COORDINATES (ANGSTROEM)
H1 3.08216 -0.44209 0.90292
S1 -1.80704 1.22309 0.89718
S2 3.04565 0.40037 -0.30441
C1 -0.97774 -0.23363 0.96220
H2 1.07837 -1.13747 0.87949
H3 -1.54800 1.03129 -1.43930
C2 -0.66237 -1.02707 -0.32602
S3 -1.30741 -0.47481 -1.94402
O1 0.31910 1.21857 -1.22282
H4 -1.17642 -0.72276 1.85513
H5 -0.56117 -2.06525 -0.39775
C3 1.22351 0.59747 -0.39633
C4 0.45081 -0.34226 0.49068
H6 -1.15943 1.97454 0.04306

10.
Here is 2 unconnected molecules or ions with the total composition C4H6OS3 from OMol25. Energies are from ωB97M-V/def2-TZVPD.

Values from the calculation:
- HOMO energy (eV) = -9.1
- M (g mol⁻¹) = 166.29
- HOMO-LUMO gap (eV) = 7.6
- ΔE to the lowest compared entry with this formula, charge and spin (kcal per mole) = 109.1
- calculated total energy (eV) = -38793.3717

CARTESIAN COORDINATES (ANGSTROEM)
C1 -0.51602 0.63142 -0.97085
C2 0.16549 1.13064 0.39766
H1 0.78678 -2.59653 1.42017
S1 -0.89453 1.84975 1.59769
H2 0.86820 1.84902 0.11281
C3 0.71106 -0.31216 0.55162
O1 -0.63755 1.50148 -1.98307
H3 -0.22751 0.93159 -2.86813
C4 0.33659 -0.61974 -0.90252
S2 0.01568 -1.50510 1.79710
H4 -1.43829 0.14149 -0.62097
H5 -2.69027 1.97798 0.55257
S3 0.99653 -1.53460 -2.01830
H6 1.73594 -0.25720 0.78873

Question: Number 7 is which compound?
Answer: C4H6OS